# 1
Formula: C16H18N6O4
Source: the OMol25 dataset
Level of theory: wB97M-V/def2-TZVPD

Last column: natural (NBO) charge in e.
Geometry (Å):
C (1.6725, -0.2140, 1.1786)  -0.106
C (1.9758, 0.6737, 5.5035)  -0.356
H (1.8039, -0.3614, 5.2399)  0.255
O (-3.2908, 1.6582, -1.3999)  -0.614
C (3.4102, 1.1534, 5.4669)  -0.357
C (-0.7134, 1.9392, -0.3589)  0.136
N (-0.5095, -0.2539, -0.0583)  -0.474
H (3.7171, 1.8631, 6.2204)  0.237
H (1.6810, -2.0749, 0.0857)  0.228
H (-4.2260, -0.1910, -3.4791)  0.197
C (-1.6195, -1.5730, -3.4130)  0.297
C (-2.6236, 0.6425, -1.2850)  0.659
H (-5.0342, 0.1190, -1.9407)  0.237
H (2.5492, -2.1173, 1.6317)  0.220
N (-0.8785, -0.4823, -3.8064)  -0.510
H (1.0734, -0.5692, -6.3365)  0.243
H (-1.4052, -1.7445, -1.3103)  0.271
H (4.1530, 0.4216, 5.1834)  0.234
H (-2.7870, -2.6100, -1.9848)  0.224
H (0.7737, -2.1377, 1.5931)  0.216
O (0.4486, 1.7058, 0.3045)  -0.398
C (0.2058, 0.0024, -6.0084)  -0.675
N (0.3830, 1.5910, 7.3273)  -0.310
N (1.6896, 0.2701, 2.5517)  -0.608
C (1.0881, 1.1834, 6.5176)  0.278
H (2.5828, 0.1838, 0.7272)  0.259
N (-3.0737, -0.5642, -1.7398)  -0.411
C (2.6358, 1.1397, 3.0000)  0.677
C (0.4988, 0.3624, 0.4493)  0.490
C (1.6686, -1.7331, 1.1194)  -0.605
N (-1.7772, -2.4763, -4.3280)  -0.147
H (-0.4002, 0.2294, -6.8849)  0.244
O (-1.0777, -1.9572, -5.4186)  -0.293
C (-1.3079, 0.7525, -0.5961)  -0.042
H (-4.7468, -1.5567, -2.4689)  0.200
C (-4.3441, -0.5452, -2.4510)  -0.414
H (0.5327, 0.9271, -5.5429)  0.248
H (-0.9735, 2.9563, -0.5836)  0.231
C (-0.5840, -0.7802, -5.0296)  0.545
C (-2.2056, -1.6905, -2.0411)  -0.273
C (2.4569, 1.6138, 4.4196)  -0.292
O (3.5700, 1.5189, 2.3250)  -0.599
H (0.8890, 0.0853, 3.1341)  0.403
H (2.1188, 2.6399, 4.4867)  0.257

Calculated values
Charge: 0
Largest force on an atom, Eh/bohr: 0.001
SMILES: Cc1nc(CN(C)C(=O)c2coc([C@H](C)NC(=O)[C@@H]3C[C@H]3C#N)n2)no1
HOMO, eV: -9.5676
2S+1: 1
Relative energy (zero: lowest compared OMol25 entry of this formula, charge and spin), kcal per mole: 5.1
Kohn-Sham gap, eV: 10.03

---

# 2
Formula: C16H18NO14S2
Source: the OMol25 dataset
Level of theory: wB97M-V/def2-TZVPD

Last column: natural (NBO) charge in e.
Geometry (Å):
S (1.4086, 2.2672, -5.9102)  2.018
H (0.9601, 0.1138, -0.3337)  0.222
H (1.1089, 1.8456, -4.6192)  -0.037
C (-1.5179, -1.6138, 4.1511)  0.377
H (-1.2146, -1.6891, 6.2472)  0.243
N (3.0797, 2.2387, -6.0703)  -1.111
C (-2.6242, -3.6362, 3.0972)  -0.366
O (2.6603, -0.5141, -6.3236)  -0.695
H (1.5547, 2.3584, 1.9821)  0.250
C (2.5340, -0.7067, -4.8840)  -0.123
H (2.3175, -1.0028, -2.1608)  0.162
C (-2.0453, -2.3020, 2.9346)  0.464
O (-2.2907, -4.0475, 6.6060)  -0.534
C (0.5691, 2.5398, 2.3882)  -0.369
C (-2.1232, 2.8948, 3.3517)  -0.390
O (-2.8772, 1.1118, 2.0382)  -0.654
O (3.9341, 0.8939, -8.1141)  -0.919
O (0.6506, 1.5081, -6.9391)  -0.952
H (-3.1503, -5.6004, 5.4383)  0.503
H (0.3863, -0.4175, -5.1567)  0.195
H (0.4543, -1.5844, -0.5990)  0.203
O (-0.9672, -0.3977, 3.9745)  -0.660
H (1.3860, 0.4398, -2.7273)  0.162
C (0.4678, -0.5670, -1.0462)  -0.618
C (-2.1907, -3.5015, 5.5236)  0.473
O (0.7105, -1.5022, -3.3359)  -0.545
C (-1.8867, 1.9150, 2.4764)  0.364
C (-1.5903, -2.1778, 5.3591)  -0.397
C (-2.6922, -4.2002, 4.3049)  0.303
H (-2.9869, -4.1319, 2.2075)  0.248
C (-0.5126, 1.6613, 1.9435)  0.450
H (0.9401, -2.1096, -5.2714)  0.189
O (-0.3316, 0.7449, 1.1611)  -0.530
S (3.6578, 0.7620, -6.6617)  2.350
O (1.3047, 4.3431, 3.6844)  -0.627
O (-1.9787, -1.7447, 1.8570)  -0.526
H (-2.4580, 0.4844, 1.4170)  0.516
C (0.3284, 3.5204, 3.2609)  0.311
H (2.7543, 0.2911, -4.4350)  0.203
H (-1.0363, -0.2188, 3.0180)  0.497
O (0.9948, 3.7092, -5.9539)  -0.971
H (-3.1108, 3.0876, 3.7469)  0.242
C (1.2896, -0.6149, -2.3857)  -0.068
O (-1.2044, 4.6505, 4.6208)  -0.531
O (-3.2177, -5.4273, 4.4830)  -0.632
O (4.9498, 0.4661, -5.9572)  -0.979
C (-1.0359, 3.7565, 3.8139)  0.475
H (3.2784, -1.4765, -4.5951)  0.199
H (-0.5636, -0.2059, -1.2350)  0.205
H (0.8740, 4.9565, 4.3052)  0.503
C (1.0526, -1.1701, -4.6774)  -0.094

Calculated values
Charge: -1
Largest force on an atom, Eh/bohr: 0.098
HOMO, eV: -5.8593
2S+1: 1
Relative energy (zero: lowest compared OMol25 entry of this formula, charge and spin), kcal per mole: 40.5
Kohn-Sham gap, eV: 5.29

---

# 3
Formula: C16H19AuBrN7O2
Source: the OMol25 dataset
Level of theory: wB97M-V/def2-TZVPD

Last column: Mulliken spin population.
Geometry (Å):
C (2.5946, -0.2149, 1.5472)  0.134
H (-3.7939, -3.5055, 0.6979)  0.000
H (4.9993, -0.3073, -1.3749)  0.000
Br (2.1715, 0.0556, -2.4128)  0.005
Au (-0.0096, 0.1968, 0.1291)  0.571
N (-2.0708, -0.1296, 0.0814)  0.091
O (0.3705, -0.5529, 2.2758)  0.103
C (-5.7419, -2.5472, 0.7034)  0.000
H (2.1084, 4.9751, 0.1348)  0.002
H (-6.8077, -2.0843, -1.1255)  0.000
H (-5.1230, -4.5565, 1.1345)  0.000
C (4.8284, -0.3192, 0.7678)  0.001
N (0.0295, 2.4115, -0.3791)  0.218
H (-2.5607, -1.2516, 1.8360)  0.000
N (2.1225, -0.0582, 0.3199)  0.052
N (-4.1103, -0.6541, 0.4603)  0.001
C (-4.7332, -3.5475, 1.2470)  0.000
C (-0.0364, 5.1877, -0.1555)  -0.008
H (-5.1491, -2.5895, -1.3860)  0.000
H (-4.5374, -3.3765, 2.3018)  0.000
H (-6.1228, -0.4218, 0.5906)  0.001
N (-2.8484, 0.3482, -0.8865)  0.002
C (-2.8656, -0.7614, 0.9352)  -0.007
C (1.1738, 4.4643, -0.0394)  0.013
H (2.0646, 2.5313, -0.0474)  0.007
C (4.3378, -0.2483, -0.5256)  -0.005
C (1.1515, 3.0982, -0.1464)  -0.011
H (-5.3226, -0.9329, 2.1010)  0.000
C (1.5145, -0.3619, 2.7140)  0.024
H (4.2611, -0.4077, 2.8647)  0.001
C (-5.3666, -1.0829, 1.0197)  -0.001
C (2.9681, -0.0997, -0.7123)  0.014
C (-6.0324, -2.7595, -0.7709)  0.000
O (1.9858, -0.2875, 3.8136)  0.780
C (-1.1105, 3.0745, -0.5818)  -0.007
H (-1.9737, 2.4841, -0.8551)  0.014
H (-2.1389, 4.9362, -0.6398)  0.001
H (5.8930, -0.3827, 0.9469)  0.001
H (-6.3549, -3.7836, -0.9401)  0.000
N (-0.0794, 6.5034, 0.0331)  -0.003
C (-1.1949, 4.4403, -0.4753)  0.013
H (0.7524, 7.0215, 0.2751)  0.000
N (-4.0439, 0.0377, -0.6737)  0.004
C (3.9383, -0.3206, 1.8385)  -0.013
H (-0.9490, 7.0103, -0.0197)  0.000
H (-6.6846, -2.7194, 1.2441)  0.000

Calculated values
Charge: +2
Largest force on an atom, Eh/bohr: 0.100
HOMO (spin up / spin down), eV: -14.5589 / -14.4948
2S+1: 3
Relative energy (zero: lowest compared OMol25 entry of this formula, charge and spin), kcal per mole: 13.9
Kohn-Sham gap (spin up / spin down), eV: 7.75 / 3.87

---

# 4
Formula: C16H19AuN3O2
Source: the OMol25 dataset
Level of theory: wB97M-V/def2-TZVPD

Last column: natural (NBO) charge in e.
Geometry (Å):
H (1.5632, -3.7047, -3.1840)  0.201
C (4.0083, 1.9755, -0.9707)  -0.184
Au (0.3938, -1.2863, -0.6302)  0.530
H (-0.3315, -3.8758, 1.1071)  0.224
H (0.8034, -2.0046, -5.6867)  0.182
C (1.4075, -0.2857, -3.6184)  -0.635
H (-0.2979, -3.0562, -4.7661)  0.201
C (-2.4527, -3.6805, 1.4166)  -0.174
C (0.5996, -1.6638, 2.3817)  -0.264
C (-1.1304, -3.3032, 1.5593)  -0.244
H (1.2763, -2.5280, 2.3842)  0.178
H (0.9127, 3.1499, -1.6030)  0.183
H (2.1023, -0.1914, -4.4598)  0.184
H (-0.7007, -1.3502, -4.9967)  0.203
H (2.4916, -2.4459, -2.3557)  0.210
C (-0.8219, -2.1400, 2.2600)  0.228
C (-3.4340, -2.8844, 1.9853)  -0.280
H (0.5942, 0.4322, -3.7471)  0.205
N (0.9273, -0.7749, 1.2733)  -0.670
O (2.6018, 0.1253, 2.5638)  -0.708
H (-3.7744, -1.1035, 3.1363)  0.178
C (0.1211, -2.0500, -4.8328)  -0.616
H (-2.7141, -4.5715, 0.8594)  0.207
H (1.9380, -0.0301, -2.6974)  0.211
H (3.2473, 3.4052, -2.4007)  0.206
C (0.8260, -1.7033, -3.5163)  0.246
N (1.3504, 1.7365, -0.1832)  -0.402
C (1.7136, 2.5738, -1.1501)  0.035
H (2.6968, -2.6868, -4.1060)  0.183
H (4.3735, 0.5273, 0.5927)  0.228
N (-1.7660, -1.3778, 2.8175)  -0.422
C (1.9733, -2.6974, -3.2841)  -0.633
C (3.6480, 1.1197, 0.0526)  -0.230
H (5.0428, 2.0615, -1.2811)  0.203
H (-4.4846, -3.1286, 1.8972)  0.205
C (2.3037, 1.0112, 0.3999)  0.152
O (-0.1327, -1.7947, -2.5103)  -0.901
C (-3.0341, -1.7487, 2.6726)  0.033
C (1.9329, 0.0613, 1.5204)  0.597
C (3.0185, 2.7232, -1.5922)  -0.278
H (0.7272, -1.1363, 3.3267)  0.227

Calculated values
Charge: -1
Largest force on an atom, Eh/bohr: 0.003
HOMO, eV: -4.5098
2S+1: 1
Kohn-Sham gap, eV: 7.76